No. 1
Molecular formula: C23H32N2O3
Method: DFT, wB97M-V/def2-TZVPD

Geometry as XYZ:
```
60
Properties=species:S:1:pos:R:3:forces:R:3
O -6.258 0.546 -1.139 0.241 0.242 0.003
O -2.700 -0.789 1.769 -0.248 -0.068 0.151
O -0.487 -3.010 -2.076 0.337 -0.003 -0.423
N 2.053 -0.906 0.752 0.028 -0.106 0.216
N -0.359 0.488 1.274 -0.003 0.036 0.121
C 1.668 -0.580 2.109 -0.089 0.223 0.038
C 4.768 -0.482 -0.664 -0.181 -0.217 -0.113
C -3.231 0.125 0.923 0.018 0.277 -0.171
C -1.024 -2.682 -0.815 -0.117 0.122 0.551
C -2.569 1.319 0.622 0.222 -0.048 0.174
C -1.254 1.643 1.285 -0.184 0.060 0.054
C -3.167 2.197 -0.270 -0.146 -0.190 0.014
C 2.472 2.211 -2.007 -0.046 0.069 -0.076
C 3.157 2.840 0.197 0.043 0.079 0.038
C 2.439 3.111 -0.955 -0.090 0.110 -0.022
C -5.055 0.735 -0.529 0.191 0.137 0.023
C 0.075 0.182 -0.080 0.106 -0.246 -0.345
C -4.467 -0.162 0.350 -0.163 -0.191 0.011
C 3.219 1.051 -1.905 0.032 -0.017 0.023
C 3.899 1.676 0.297 0.048 0.098 -0.085
C 3.103 -1.900 0.655 0.004 -0.165 -0.248
C 0.895 -1.111 -0.107 -0.295 0.036 -0.076
C 0.809 0.682 2.114 0.210 -0.128 0.249
C 3.938 0.765 -0.750 0.178 0.170 -0.040
C 0.036 -2.346 0.239 0.078 0.060 -0.369
C -6.972 -0.634 -0.858 -0.109 -0.189 0.044
C -4.391 1.922 -0.842 -0.194 0.019 -0.104
C 3.932 -1.767 -0.624 0.061 0.070 0.337
H 0.692 -3.213 0.338 -0.039 -0.046 0.072
H 3.283 -1.810 -1.498 -0.006 -0.085 -0.104
H 3.252 0.363 -2.739 0.013 -0.095 -0.101
H -0.064 -2.228 -2.446 -0.061 -0.068 -0.026
H -1.434 1.910 2.334 0.096 -0.003 -0.046
H -7.890 -0.568 -1.439 0.051 -0.053 0.061
H -0.478 -2.191 1.186 0.011 -0.062 0.071
H -1.763 -0.532 1.911 0.154 -0.001 -0.184
H 5.398 -0.441 0.227 0.077 0.009 -0.011
H 4.608 -2.624 -0.673 -0.049 -0.041 -0.083
H 5.425 -0.530 -1.537 0.063 0.029 0.080
H 0.480 0.896 3.135 0.012 0.022 -0.038
H 1.284 -1.230 -1.125 -0.052 0.054 0.009
H 1.916 2.417 -2.911 -0.030 0.016 -0.073
H 2.717 -2.930 0.719 0.054 0.053 0.091
H 1.860 4.020 -1.035 -0.033 0.068 -0.008
H -1.567 -3.575 -0.496 -0.030 0.146 0.018
H 1.122 -1.399 2.606 0.046 0.047 0.055
H 0.700 0.997 -0.478 -0.090 -0.053 0.045
H -0.792 2.515 0.793 -0.012 -0.037 0.058
H 4.457 1.474 1.199 0.073 -0.054 0.105
H -2.663 3.121 -0.516 0.068 0.099 -0.037
H -6.412 -1.524 -1.165 -0.018 0.029 0.025
H 3.769 -1.755 1.510 -0.007 -0.047 0.021
H 2.574 -0.382 2.687 -0.023 -0.037 0.013
H -1.748 -1.863 -0.906 -0.014 -0.094 0.054
H 3.143 3.542 1.020 -0.002 0.041 0.061
H -4.931 -1.096 0.620 -0.090 -0.117 0.001
H -7.220 -0.710 0.205 0.017 -0.008 -0.038
H -4.854 2.607 -1.532 -0.066 0.089 -0.094
H -0.810 0.088 -0.712 0.035 0.004 -0.015
H 1.417 1.526 1.752 -0.078 -0.047 0.043
```
Positions in Å, forces in eV/Å.

Its total charge is 0. As for the SMILES: COc1ccc(CN2CCN(CCCc3ccccc3)[C@@H](CCO)C2)c(O)c1. The gap between HOMO and LUMO is 8.711 eV. For the molecular weight, the calculation gives 384.520 u.



No. 2
Molecular formula: C5H11NO
Method: DFT, wB97M-V/def2-TZVPD

Geometry as XYZ:
```
18
Properties=species:S:1:pos:R:3:forces:R:3
O -1.001 -0.133 -1.260 -0.256 0.188 -0.271
N -0.254 0.925 0.570 -0.428 -0.851 -0.110
C 1.687 -1.448 0.135 0.018 -0.008 0.035
C 0.252 -1.675 0.589 0.013 0.011 0.383
C -0.728 0.922 -0.710 -0.317 -0.371 -0.259
C -0.331 -0.456 1.311 0.041 1.211 -0.388
C -1.024 2.208 -1.485 0.109 0.002 0.078
H 2.229 -0.884 0.904 0.082 -0.141 -0.114
H -0.005 1.863 0.913 -0.170 -1.323 0.526
H 0.171 -2.386 1.430 0.443 -0.274 -0.448
H 0.242 -0.387 2.246 -0.236 0.512 -0.272
H 1.712 -0.855 -0.786 -0.052 -0.114 0.169
H -0.541 3.134 -1.161 0.045 -0.220 0.166
H -1.368 -0.759 1.570 0.337 0.922 -0.237
H -2.111 2.360 -1.459 0.235 -0.050 0.116
H -0.770 2.012 -2.531 0.035 0.057 0.259
H 2.216 -2.387 -0.050 -0.076 0.127 0.016
H -0.375 -2.056 -0.226 0.176 0.322 0.349
```
Positions in Å, forces in eV/Å.

Its total charge is 0. As for the SMILES: CCCNC(C)=O. The gap between HOMO and LUMO is 10.313 eV. For the molecular weight, the calculation gives 101.149 u.



For reference, relative energy (zero: lowest compared OMol25 entry of this formula, charge and spin) by record: 62.18 17.29 kcal per mole.
For reference, DFT total energy by record: -33492.9344 -8900.9475 eV.